No. 1
C4H13NO | ωB97M-V/def2-TZVPD

Bonds (Å) are listed after each position.
Positions of all 19 atoms, in Å:
1 C 0.000 0.000 0.000  C2 1.486, H6 1.103, H7 1.103, H8 1.103
2 C 0.004 0.299 1.455  C1 1.486, N3 1.450, H9 1.107, H10 1.107
3 N 1.182 1.090 1.756  C2 1.450, C4 1.465, H11 1.028
4 C 1.236 1.691 3.091  N3 1.465, C5 1.535, H12 1.107, H13 1.107
5 C 0.575 3.076 3.092  C4 1.535, H14 1.103, H15 1.103, H16 1.103
6 H -0.683 -0.812 -0.301  C1 1.103
7 H 1.025 -0.272 -0.304  C1 1.103
8 H -0.292 0.921 -0.532  C1 1.103
9 H -0.831 0.930 1.817  C2 1.107
10 H 0.046 -0.602 2.096  C2 1.107
11 H 1.261 1.767 0.987  N3 1.028
12 H 0.730 0.944 3.733  C4 1.107
13 H 2.300 1.729 3.394  C4 1.107
14 H -0.480 2.867 2.845  C5 1.103
15 H 0.997 3.727 2.309  C5 1.103
16 H 0.610 3.614 4.054  C5 1.103
17 O -0.556 4.969 0.967  H18 0.984, H19 0.984
18 H -0.396 5.920 0.775  O17 0.984
19 H -1.381 4.959 1.503  O17 0.984

## Properties
Structure (SMILES): CCNCC.O
Total charge: 0
E_LUMO, eV: 0.72
Gap between HOMO and LUMO, eV: 8.9
2S+1: 1
Max |F|, eV/A: 2.02
HOMO level, eV: -8.171

No. 2
CH3O2S2 | ωB97M-V/def2-TZVPD

Bonds (Å) are listed after each position.
Positions of all 8 atoms, in Å:
1 C 1.379 -0.444 -0.281  O2 1.367, S5 1.840, H6 1.110, H7 1.019
2 O 1.511 0.819 -0.785  C1 1.367, S5 1.846
3 O -0.196 0.980 1.171  S5 1.480
4 S -2.603 -0.347 -0.243  S5 2.528, H8 1.216
5 S -0.213 0.476 -0.221  C1 1.840, O2 1.846, O3 1.480, S4 2.528
6 H 1.733 -0.743 0.728  C1 1.110
7 H 1.388 -1.295 -0.841  C1 1.019
8 H -2.997 0.554 0.472  S4 1.216

## Properties
Total charge: -1
E_LUMO, eV: 3.92
Gap between HOMO and LUMO, eV: 7.3
2S+1: 1
Max |F|, eV/A: 4.79
HOMO level, eV: -3.362

No. 3
C5H8NO | ωB97M-V/def2-TZVPD

Bonds (Å) are listed after each position.
Positions of all 15 atoms, in Å:
1 C 0.442 -0.558 -0.054  C4 1.377, C5 1.416
2 C -1.198 1.347 0.713  C3 1.421, C4 1.616, H8 0.992, H9 1.076
3 C -1.132 1.312 -0.707  C2 1.421, C4 1.590, H10 1.102, H11 1.181
4 C -0.844 -0.071 0.024  C1 1.377, C2 1.616, C3 1.590, H12 1.126
5 C 0.944 -1.880 0.014  C1 1.416, H13 1.047, H14 1.135, H15 1.089
6 N 2.073 0.826 0.057  O7 1.157
7 O 3.029 0.183 -0.058  N6 1.157
8 H -0.563 1.878 1.259  C2 0.992
9 H -2.171 1.382 1.170  C2 1.076
10 H -2.006 1.471 -1.358  C3 1.102
11 H -0.165 1.626 -1.308  C3 1.181
12 H -1.707 -0.771 0.204  C4 1.126
13 H 0.880 -2.099 1.036  C5 1.047
14 H 1.993 -2.035 -0.390  C5 1.135
15 H 0.424 -2.614 -0.601  C5 1.089

## Properties
Total charge: +1
E_LUMO, eV: -5.90
Gap between HOMO and LUMO, eV: 7.9
2S+1: 1
Max |F|, eV/A: 4.26
HOMO level, eV: -13.837

No. 4
H22O15S | ωB97M-V/def2-TZVPD

Bonds (Å) are listed after each position.
Positions of all 38 atoms, in Å:
1 S -0.166 -0.003 -0.112  O2 1.447, O3 1.435, O4 1.458, O5 1.414
2 O 0.420 0.746 -1.203  S1 1.447
3 O -1.482 -0.399 -0.525  S1 1.435
4 O 0.739 -1.110 0.177  S1 1.458
5 O -0.336 0.820 1.025  S1 1.414
6 O 3.107 -1.705 -0.213  H7 0.982, H8 1.017
7 H 2.171 -1.463 -0.038  O6 0.982
8 H 3.482 -0.896 -0.704  O6 1.017
9 O 1.322 2.494 1.740  H10 1.006, H11 1.039
10 H 1.734 2.012 2.521  O9 1.006
11 H 0.753 1.703 1.378  O9 1.039
12 O -2.094 2.098 2.300  H13 0.920, H14 0.967
13 H -1.828 2.260 3.166  O12 0.920
14 H -1.372 1.650 1.838  O12 0.967
15 O 1.320 -1.141 2.648  H16 1.094, H17 1.032
16 H 1.166 -1.206 1.566  O15 1.094
17 H 0.812 -0.353 3.078  O15 1.032
18 O 2.951 0.910 -1.545  H19 0.947, H20 0.997
19 H 3.121 1.614 -0.935  O18 0.947
20 H 1.964 0.774 -1.514  O18 0.997
21 O 0.060 -0.181 -3.803  H22 0.962, H23 0.945
22 H -0.518 -0.942 -3.691  O21 0.962
23 H 0.295 0.099 -2.931  O21 0.945
24 O -2.081 -1.536 -2.907  H25 0.867, H26 0.896
25 H -2.059 -1.218 -2.101  O24 0.867
26 H -1.960 -2.397 -2.688  O24 0.896
27 O -2.454 -1.940 1.472  H28 0.990, H29 1.015
28 H -2.225 -1.271 0.777  O27 0.990
29 H -2.510 -2.872 1.076  O27 1.015
30 O 0.303 3.608 -0.536  H31 0.989, H32 0.964
31 H 0.287 2.859 -1.182  O30 0.989
32 H 0.542 3.164 0.285  O30 0.964
33 O 0.914 -3.612 0.240  H34 0.948, H35 1.046
34 H 1.439 -3.548 1.026  O33 0.948
35 H 0.998 -2.592 0.024  O33 1.046
36 O -3.129 1.441 -0.187  H37 0.902, H38 0.923
37 H -2.778 0.611 -0.226  O36 0.902
38 H -2.906 1.522 0.705  O36 0.923

## Properties
Total charge: -2
E_LUMO, eV: 5.26
Gap between HOMO and LUMO, eV: 9.6
2S+1: 1
Max |F|, eV/A: 7.74
HOMO level, eV: -4.301

No. 5
C22H39BClN11 | ωB97M-V/def2-TZVPD

Bonds (Å) are listed after each position.
Positions of all 74 atoms, in Å:
1 C 0.272 2.327 2.444  C2 1.528, H9 1.087, H10 1.083, H11 1.081
2 C 1.719 1.896 2.209  C1 1.528, Cl3 1.801, C4 1.541, H12 1.084
3 Cl 1.794 0.174 1.687  C2 1.801
4 C 2.615 2.146 3.438  C2 1.541, B5 1.583, H13 1.087, H14 1.086
5 B 3.638 3.285 3.032  C4 1.583, N6 1.486, C7 1.586
6 N 4.618 2.920 1.976  B5 1.486, H15 1.016, H16 1.016
7 C 3.556 4.734 3.673  B5 1.586, N8 1.490, H17 1.086, H18 1.089
8 N 2.985 5.727 2.720  C7 1.490, H19 1.013, H20 1.011
9 H 0.192 3.370 2.149  C1 1.087
10 H -0.025 2.202 3.478  C1 1.083
11 H -0.379 1.725 1.826  C1 1.081
12 H 2.088 2.474 1.369  C2 1.084
13 H 2.002 2.405 4.297  C4 1.087
14 H 3.173 1.247 3.681  C4 1.086
15 H 5.552 2.882 2.374  N6 1.016
16 H 4.609 3.617 1.236  N6 1.016
17 H 2.888 4.702 4.528  C7 1.086
18 H 4.520 5.118 4.004  C7 1.089
19 H 3.316 5.583 1.774  N8 1.013
20 H 1.974 5.713 2.737  N8 1.011
21 C -2.062 -1.615 0.826  C22 1.451, H24 1.087, H25 1.088, H26 1.084
22 C -2.391 -0.315 1.381  C21 1.451, N23 1.148
23 N -2.583 0.719 1.842  C22 1.148
24 H -2.554 -2.418 1.368  C21 1.087
25 H -2.368 -1.675 -0.217  C21 1.088
26 H -0.994 -1.795 0.867  C21 1.084
27 C 2.481 -3.538 2.176  C28 1.452, H30 1.090, H31 1.089, H32 1.088
28 C 1.045 -3.681 2.019  C27 1.452, N29 1.147
29 N -0.093 -3.761 1.898  C28 1.147
30 H 2.840 -2.645 1.664  C27 1.090
31 H 2.756 -3.448 3.226  C27 1.089
32 H 3.005 -4.395 1.759  C27 1.088
33 C -2.712 0.867 -2.524  C34 1.454, H36 1.088, H37 1.086, H38 1.087
34 C -1.512 0.089 -2.257  C33 1.454, N35 1.148
35 N -0.566 -0.526 -2.047  C34 1.148
36 H -2.916 0.941 -3.591  C33 1.088
37 H -3.574 0.407 -2.051  C33 1.086
38 H -2.614 1.874 -2.128  C33 1.087
39 C -5.278 2.520 0.891  C40 1.454, H42 1.089, H43 1.090, H44 1.089
40 C -5.301 2.339 -0.551  C39 1.454, N41 1.148
41 N -5.325 2.185 -1.689  C40 1.148
42 H -6.291 2.564 1.288  C39 1.089
43 H -4.752 1.694 1.371  C39 1.090
44 H -4.766 3.444 1.153  C39 1.089
45 C 1.907 0.185 -4.238  C46 1.455, H48 1.089, H49 1.088, H50 1.088
46 C 3.247 0.488 -4.720  C45 1.455, N47 1.147
47 N 4.305 0.725 -5.096  C46 1.147
48 H 1.154 0.700 -4.832  C45 1.089
49 H 1.703 -0.883 -4.293  C45 1.088
50 H 1.784 0.491 -3.201  C45 1.088
51 C 4.041 -3.172 -1.537  C52 1.454, H54 1.086, H55 1.086, H56 1.091
52 C 3.134 -4.236 -1.139  C51 1.454, N53 1.148
53 N 2.423 -5.083 -0.829  C52 1.148
54 H 5.050 -3.379 -1.190  C51 1.086
55 H 4.080 -3.078 -2.618  C51 1.086
56 H 3.730 -2.213 -1.120  C51 1.091
57 C 6.222 -7.098 -2.155  C58 1.454, H60 1.089, H61 1.089, H62 1.088
58 C 6.078 -5.798 -2.789  C57 1.454, N59 1.147
59 N 5.950 -4.776 -3.295  C58 1.147
60 H 7.174 -7.169 -1.631  C57 1.089
61 H 5.421 -7.263 -1.435  C57 1.089
62 H 6.181 -7.894 -2.896  C57 1.088
63 C -5.526 -4.454 1.694  C64 1.455, H66 1.089, H67 1.089, H68 1.088
64 C -5.647 -3.155 1.050  C63 1.455, N65 1.147
65 N -5.735 -2.129 0.544  C64 1.147
66 H -4.573 -4.538 2.215  C63 1.089
67 H -6.325 -4.600 2.419  C63 1.089
68 H -5.582 -5.255 0.959  C63 1.088
69 C -7.331 4.352 -3.428  C70 1.455, H72 1.088, H73 1.089, H74 1.088
70 C -7.540 5.700 -3.935  C69 1.455, N71 1.147
71 N -7.702 6.763 -4.335  C70 1.147
72 H -6.341 4.245 -2.990  C69 1.088
73 H -8.063 4.107 -2.660  C69 1.089
74 H -7.422 3.617 -4.225  C69 1.088

## Properties
Structure (SMILES): C[C@H](Cl)CB(N)CN.CC#N.CC#N.CC#N.CC#N.CC#N.CC#N.CC#N.CC#N.CC#N
Total charge: 0
E_LUMO, eV: 0.32
Gap between HOMO and LUMO, eV: 9.2
2S+1: 1
Max |F|, eV/A: 0.69
HOMO level, eV: -8.841

No. 6
C5H13N | ωB97M-V/def2-TZVPD

Bonds (Å) are listed after each position.
Positions of all 19 atoms, in Å:
1 C -1.659 -0.650 1.273  C2 1.522, H7 1.169, H8 1.121, H9 1.154
2 C -0.246 -0.882 0.758  C1 1.522, N3 1.491, H10 1.068, H11 1.131
3 N -0.141 0.177 -0.286  C2 1.491, C4 1.499, C5 1.441
4 C -1.044 -0.076 -1.456  N3 1.499, H12 1.078, H13 1.104, H14 1.146
5 C 1.170 0.545 -0.757  N3 1.441, C6 1.522, H15 1.127, H16 1.088
6 C 2.051 1.234 0.276  C5 1.522, H17 1.090, H18 1.119, H19 1.010
7 H -1.781 -1.206 2.294  C1 1.169
8 H -2.373 -0.968 0.469  C1 1.121
9 H -1.895 0.443 1.555  C1 1.154
10 H -0.081 -1.884 0.429  C2 1.068
11 H 0.416 -0.740 1.664  C2 1.131
12 H -0.707 0.288 -2.413  C4 1.078
13 H -1.260 -1.148 -1.603  C4 1.104
14 H -2.050 0.350 -1.110  C4 1.146
15 H 1.655 -0.372 -1.197  C5 1.127
16 H 1.093 1.207 -1.618  C5 1.088
17 H 3.029 1.307 -0.201  C6 1.090
18 H 2.205 0.445 1.054  C6 1.119
19 H 1.620 1.929 0.868  C6 1.010

## Properties
Structure (SMILES): CCN(C)CC
Total charge: 0
E_LUMO, eV: 1.18
Gap between HOMO and LUMO, eV: 9.4
2S+1: 1
Max |F|, eV/A: 5.57
HOMO level, eV: -8.241